A molecular structure, C35H22Br2IrN4O9P, computed with the ωB97M-V functional and the def2-TZVPD basis.

Each line ends with the Mulliken spin population.
Atoms and positions in Å:
Ir  0.25  0.00  0.43  0.026
O  2.36  0.25  -1.50  0.000
N  1.83  0.92  -0.43  0.000
C  2.49  1.97  -0.11  -0.001
C  2.21  2.91  0.97  -0.002
C  3.24  3.82  1.23  -0.001
C  3.13  4.76  2.24  0.000
C  1.98  4.82  3.00  0.000
C  0.94  3.94  2.75  0.000
C  1.04  2.99  1.75  0.003
P  -0.40  1.96  1.38  -0.004
C  -1.26  1.75  2.96  -0.003
C  -2.57  2.19  3.17  -0.001
C  -3.18  1.96  4.39  0.001
C  -2.50  1.30  5.41  -0.001
C  -1.19  0.89  5.21  0.003
C  -0.57  1.11  3.99  0.003
C  -1.45  2.95  0.30  0.001
C  -2.65  2.41  -0.16  0.000
C  -3.44  3.11  -1.06  0.001
C  -3.02  4.35  -1.52  -0.001
C  -1.82  4.89  -1.08  0.000
C  -1.03  4.20  -0.17  -0.001
H  1.93  -0.63  -1.47  0.000
H  3.37  2.16  -0.71  0.000
H  4.14  3.77  0.63  0.000
H  3.95  5.45  2.42  0.000
H  1.89  5.56  3.79  0.000
H  0.04  4.00  3.34  0.000
H  -3.10  2.71  2.39  0.000
H  -4.20  2.30  4.55  0.000
H  -2.99  1.13  6.36  0.000
H  -0.65  0.41  6.01  -0.001
H  0.46  0.83  3.85  0.007
H  -2.97  1.44  0.19  0.002
H  -4.36  2.67  -1.42  0.000
H  -3.63  4.89  -2.23  0.000
H  -1.49  5.86  -1.44  0.000
H  -0.10  4.63  0.16  0.000
O  -2.31  -0.03  -2.71  0.000
C  -1.44  -0.40  -1.96  0.004
O  -0.76  0.46  -1.23  0.003
C  -1.12  -1.89  -1.88  -0.008
C  -1.97  -2.72  -2.60  -0.003
C  -1.80  -4.09  -2.58  0.001
C  -0.81  -4.68  -1.83  0.001
C  0.02  -3.86  -1.09  0.000
C  -0.06  -2.45  -1.14  0.010
O  0.86  -1.74  -0.52  0.001
N  0.98  -4.52  -0.20  0.001
O  1.11  -4.08  0.93  0.006
O  1.54  -5.50  -0.62  0.001
N  -2.71  -4.94  -3.35  0.000
O  -2.56  -6.14  -3.25  0.000
O  -3.61  -4.40  -3.95  0.000
H  -2.76  -2.27  -3.18  0.000
H  -0.69  -5.75  -1.80  0.000
Br  3.18  -2.05  4.04  0.053
C  1.42  -2.43  3.62  0.130
C  0.74  -3.46  4.25  -0.076
C  -0.58  -3.73  3.94  0.207
Br  -1.43  -5.14  4.81  0.059
C  -1.31  -2.96  2.96  0.025
C  -2.65  -3.15  2.61  0.039
C  -3.22  -2.35  1.65  -0.001
C  -2.44  -1.37  1.02  0.003
N  -1.17  -1.18  1.35  0.010
C  -0.61  -1.95  2.31  0.082
C  0.77  -1.64  2.62  0.166
O  1.34  -0.67  2.04  0.248
H  1.25  -4.06  4.98  0.006
H  -3.23  -3.93  3.09  0.007
H  -4.25  -2.47  1.36  0.000
H  -2.84  -0.76  0.23  -0.007

Values from the calculation:
Expectation value of S²: 0.7824
HOMO energy (alpha / beta) (eV): -11.4 / -11.5
Frontier orbital gap (alpha / beta) (eV): 7.3 / 5.3
Relative energy (zero: lowest compared OMol25 entry of this formula, charge and spin) (eV): 0.000
Total charge: +1
2S+1: 2